C27H29CaN8OS2 | the ωB97M-V functional and the def2-TZVPD basis

Geometry as XYZ:
```
68
Properties=species:S:1:pos:R:3:forces:R:3
Ca 0.23520 0.08850 -0.02300 0.969 -0.099 -1.787
C -0.24650 2.49660 -1.91540 0.952 0.387 -0.683
N -1.20100 1.63660 -1.23250 -0.649 0.271 0.259
C -1.93950 2.31150 -0.18370 -0.409 0.087 0.021
C -1.06290 2.71250 0.97790 0.362 -0.102 -0.099
C -1.54840 3.53830 1.97460 0.211 0.383 0.684
C -0.69220 3.95200 2.99920 0.014 -0.431 -0.768
C 0.63770 3.54650 2.93930 -0.383 0.351 0.198
C 1.03280 2.70490 1.92250 -0.229 0.003 -0.555
N 0.19470 2.24910 0.97440 -0.120 1.098 0.973
C -2.05820 0.96060 -2.19910 -0.198 -0.179 -0.223
C -1.70670 -0.49520 -2.31670 -0.168 -0.062 0.179
C -1.46690 -1.10880 -3.52960 0.026 -0.482 -0.296
C -1.31560 -2.49160 -3.56560 -0.297 0.314 0.560
C -1.44280 -3.19780 -2.36990 0.006 0.002 -0.526
C -1.62080 -2.49080 -1.19860 -0.293 0.082 0.107
N -1.72630 -1.16130 -1.15120 -0.266 -0.058 -0.393
C 0.83570 1.66320 -2.54060 -0.920 1.192 -1.880
C 1.10080 1.68360 -3.89420 -0.310 0.133 0.653
C 2.17630 0.94900 -4.38850 -0.335 0.257 -1.323
C 2.95260 0.23330 -3.47930 0.439 -0.431 1.579
C 2.59970 0.24740 -2.14600 1.618 -0.243 -1.475
N 1.55690 0.93290 -1.67040 -0.036 -0.108 1.535
H 0.23250 3.14650 -1.17880 -0.181 0.040 -0.014
H -0.73850 3.12760 -2.67490 0.001 -0.087 0.142
H -2.69690 1.61400 0.18880 -0.074 0.108 -0.032
H -2.45930 3.21370 -0.56040 0.015 -0.151 0.133
H -2.57960 3.86310 1.96200 -0.055 0.024 -0.077
H -1.04610 4.59750 3.78770 -0.043 0.042 0.092
H 1.35110 3.88120 3.67640 0.081 -0.006 0.028
H 2.05940 2.38210 1.82580 0.031 -0.136 0.058
H -2.00460 1.43880 -3.18490 0.039 -0.020 0.156
H -3.10230 1.00530 -1.86520 0.102 0.046 -0.023
H -1.41050 -0.52520 -4.43630 0.054 0.103 -0.013
H -1.14730 -3.00080 -4.50230 0.051 -0.035 -0.067
H -1.38180 -4.27570 -2.35740 0.027 -0.080 0.072
H -1.70770 -2.99730 -0.24390 0.128 -0.061 -0.013
H 0.48710 2.27410 -4.55920 -0.120 0.153 -0.046
H 2.41150 0.95680 -5.44200 0.018 0.015 -0.091
H 3.81100 -0.32920 -3.81220 0.143 -0.114 0.063
H 3.18250 -0.28500 -1.40530 0.118 -0.129 -0.020
O -0.48730 -0.65930 1.77000 -1.200 -0.610 1.729
N -0.07510 -0.12550 2.90440 0.148 0.181 0.932
C -0.99210 0.18120 3.83570 -0.348 0.106 0.330
C -0.64060 0.73450 5.03850 -0.009 0.027 -0.003
C 0.71050 0.98290 5.29550 0.223 -0.169 -0.349
C 1.64170 0.65610 4.33790 -0.382 0.178 0.611
C 1.26190 0.08940 3.11200 0.354 -0.587 -0.335
S 2.35660 -0.36070 1.90710 0.448 0.086 -0.064
H -2.01000 -0.05500 3.55900 0.055 0.018 -0.049
H -1.39880 0.96630 5.76820 -0.126 -0.005 -0.010
H 1.02210 1.42320 6.23080 0.010 0.024 0.082
H 2.69430 0.82980 4.49410 0.072 -0.024 -0.029
C 1.51300 -5.04540 -4.06870 0.167 0.085 -0.003
C 2.47600 -4.02340 -3.46350 -0.043 -0.094 -0.192
C 1.95240 -3.48350 -2.18600 0.018 -0.118 0.532
N 1.52340 -2.29310 -1.98360 0.331 -0.619 -1.371
N 1.06430 -2.06590 -0.75260 -0.135 -0.189 1.205
C 1.11470 -3.10570 0.03050 0.572 -1.040 -0.623
N 0.56360 -3.16810 1.24710 -0.353 0.154 0.406
S 1.82240 -4.51670 -0.75010 -0.228 0.828 -0.064
H 1.91400 -5.43930 -4.99870 0.020 -0.098 -0.076
H 0.55540 -4.57950 -4.28080 -0.128 0.007 -0.009
H 1.35310 -5.86920 -3.37630 -0.070 -0.134 -0.017
H 2.61980 -3.18900 -4.14940 0.075 0.070 0.074
H 3.43940 -4.50380 -3.28010 0.076 0.094 -0.075
H 0.20320 -2.25640 1.56750 0.164 -0.343 0.283
H 0.97730 -3.78660 1.92440 -0.031 0.093 0.001
```
Positions in Å, forces in eV/Å.

Properties
Lowest unoccupied orbital energy (alpha / beta), eV: 0.30 / 0.30
Highest occupied orbital energy (alpha / beta), eV: -2.97 / -7.47
Orbital gap (alpha / beta), eV: 3.28 / 7.77
E_tot, eV: -82547.68856
F_max, eV Å⁻¹: 2.408
Energy above the lowest of the compared OMol25 structures with the same formula, charge and spin, kcal per mole: 32.2
2S+1: 2

---

C20H22N2O2 | the ωB97M-V functional and the def2-TZVPD basis

Geometry as XYZ:
```
46
Properties=species:S:1:pos:R:3:forces:R:3
C -5.42785 -1.22583 0.37613 0.403 -0.088 0.003
C -4.12260 -1.85393 0.85396 -0.420 0.007 0.211
O -3.08474 -1.74953 -0.09986 0.241 0.038 -0.210
C -2.48506 -0.54171 -0.32082 0.161 0.118 -0.130
C -2.63742 0.59539 0.46391 -0.224 -0.333 0.128
C -1.90337 1.73476 0.18005 0.088 0.085 -0.196
C -1.02380 1.77791 -0.89067 -0.102 0.202 0.015
C -0.10821 2.96083 -1.07580 -0.170 0.055 0.234
N 1.20032 2.61735 -0.52463 -0.040 0.395 -0.259
C 2.12597 1.94765 -1.40433 0.173 -0.244 -0.038
C 1.30250 2.60402 0.83131 0.564 0.184 -0.033
O 0.51392 3.20571 1.53636 -0.322 -0.014 0.311
C 2.38729 1.72051 1.43013 -0.260 0.018 0.195
C 1.92677 0.31194 1.20379 -0.114 -0.116 0.143
C 0.68094 -0.16579 1.49662 0.199 0.224 0.084
N 0.56151 -1.46259 1.08188 -0.245 -0.152 0.110
C 1.73087 -1.84921 0.49675 0.525 0.093 -0.141
C 2.09337 -3.05855 -0.08245 -0.029 -0.097 -0.039
C 3.36697 -3.16523 -0.59724 -0.111 -0.133 -0.014
C 4.26592 -2.09629 -0.53621 0.218 0.076 -0.070
C 3.91380 -0.89510 0.03543 -0.044 -0.015 -0.005
C 2.62836 -0.75343 0.55986 -0.271 -0.365 0.052
C -0.90458 0.64879 -1.69487 -0.119 -0.012 0.075
C -1.61949 -0.49549 -1.41452 -0.140 -0.130 0.078
H -5.30544 -0.15841 0.20908 -0.059 0.081 -0.001
H -6.20350 -1.38096 1.12097 -0.107 0.006 0.073
H -5.73704 -1.68631 -0.55886 -0.057 -0.036 -0.066
H -3.81296 -1.42390 1.81514 0.018 -0.082 -0.077
H -4.25602 -2.93132 0.98827 0.035 0.166 0.066
H -3.30466 0.60689 1.31172 -0.090 -0.037 0.062
H -2.00091 2.59849 0.81970 0.015 0.098 0.065
H 0.01029 3.22458 -2.12833 0.028 0.003 0.072
H -0.48645 3.82230 -0.52213 0.002 -0.062 -0.177
H 1.98803 0.86270 -1.41283 0.032 0.028 -0.077
H 1.98206 2.32927 -2.41488 0.042 0.010 0.026
H 3.15108 2.16427 -1.10863 0.025 -0.049 -0.064
H 2.44109 1.94670 2.49712 0.053 0.114 -0.149
H 3.36684 1.88474 0.98605 0.027 0.017 -0.016
H -0.13295 0.34041 1.97747 -0.189 0.092 0.041
H -0.27577 -2.01665 1.13754 0.037 0.075 -0.029
H 1.39783 -3.88381 -0.12509 -0.047 -0.108 -0.020
H 3.68160 -4.09124 -1.05525 0.005 -0.080 -0.029
H 5.25671 -2.22320 -0.94747 0.081 0.001 -0.026
H 4.61994 -0.07868 0.07995 0.089 0.085 0.000
H -0.24413 0.66105 -2.54932 0.097 -0.012 -0.099
H -1.51703 -1.37911 -2.02499 0.001 -0.111 -0.081
```
Positions in Å, forces in eV/Å.

Properties
Lowest unoccupied orbital energy, eV: 0.76
Highest occupied orbital energy, eV: -7.82
Orbital gap, eV: 8.57
E_tot, eV: -28172.88427
F_max, eV Å⁻¹: 0.595
Energy above the lowest of the compared OMol25 structures with the same formula, charge and spin, kcal per mole: 29.0
2S+1: 1